{
  "formula": "C55H50FN8O4RuS5",
  "method": "ωB97M-V with the def2-TZVPD basis set",
  "e_homo_ev": [-9.12, -9.08],
  "de_lowest_kj_mol": 130.11,
  "charge": 1,
  "species": ["Ru", "S", "S", "S", "S", "S", "F", "O", "O", "O", "O", "N", "N", "N", "N", "N", "N", "N", "N", "C", "C", "C", "C", "C", "C", "C", "C", "C", "C", "C", "C", "C", "C", "C", "C", "C", "C", "C", "C", "C", "C", "C", "C", "C", "C", "C", "C", "C", "C", "C", "C", "C", "C", "C", "C", "C", "C", "C", "C", "C", "C", "C", "C", "C", "C", "C", "C", "C", "C", "C", "C", "C", "C", "C", "H", "H", "H", "H", "H", "H", "H", "H", "H", "H", "H", "H", "H", "H", "H", "H", "H", "H", "H", "H", "H", "H", "H", "H", "H", "H", "H", "H", "H", "H", "H", "H", "H", "H", "H", "H", "H", "H", "H", "H", "H", "H", "H", "H", "H", "H", "H", "H", "H", "H"],
  "coordinates": [[0.2500, 0.5310, -0.0533], [3.0151, 3.1536, 0.2273], [2.2978, 0.3155, 1.2314], [-2.5223, 2.8858, -4.8426], [4.4838, 5.6332, 0.7136], [0.9475, -6.1664, 3.3325], [3.6862, -5.3643, -0.2616], [-0.9167, -3.5250, -2.9598], [-1.4960, -1.3726, -0.4862], [3.8836, -6.7656, -2.6806], [1.5871, -3.4425, -4.8091], [4.4649, 3.3390, 2.2853], [-0.2144, -2.6116, 0.9042], [3.8946, 2.0902, 2.3590], [-1.3601, 1.8346, 0.2996], [0.7975, 1.9782, -1.4176], [-0.9268, -0.1198, -2.1919], [2.7334, -5.0910, -3.7165], [1.8270, -3.3077, -2.5430], [1.2993, 3.6003, -2.8969], [-4.5783, 3.2462, -1.4873], [-2.8863, -1.6578, -2.4064], [-0.8254, -7.3924, 1.9760], [-0.3112, -6.1378, 2.1522], [2.4258, -3.7869, -1.3891], [2.1283, 0.8407, -4.2969], [-0.1231, 3.0198, -1.3031], [7.2318, 4.0517, 5.4215], [-1.5046, -1.3914, -1.9199], [-4.8187, 1.9799, 2.7395], [3.3046, -5.7147, -2.5949], [5.9819, 4.8844, 3.5294], [6.8935, 5.0799, 4.5608], [-4.0468, 1.9105, -0.9572], [-2.5339, 1.7780, 1.1372], [5.4030, 3.6328, 3.3511], [0.7726, -7.8433, 3.5786], [-1.4759, 0.6641, -3.0232], [-4.9206, 2.0543, 1.3667], [0.9784, -2.1497, -2.5179], [-3.4072, -0.7980, -3.3448], [-3.5773, 1.7552, 3.3082], [-1.2753, -2.5828, 0.1474], [-3.3137, -3.6252, -0.9081], [3.3461, 0.4231, -2.1345], [0.0673, -3.7324, 1.5696], [-3.6355, -2.7693, -1.9092], [-4.7329, 2.4267, -6.0508], [-0.0724, 2.4921, 3.0873], [6.6375, 2.8098, 5.2525], [2.0199, -3.9168, -3.7797], [-0.6268, 0.0036, 2.8896], [3.1164, 1.8355, 1.3769], [-3.2794, 1.3400, -4.5945], [-2.7319, 0.3773, -3.7081], [3.1165, -4.9230, -1.3816], [-0.2051, -8.3706, 2.7938], [4.1013, 4.1042, 1.2006], [-3.7642, 3.3859, -5.8804], [-5.0307, 0.7837, -1.3057], [-0.4980, -2.5077, -2.5088], [-1.1258, 1.3953, 3.2650], [-1.8231, -4.8215, 0.6564], [2.7552, 1.4967, -3.0481], [-4.4618, 1.2637, -5.3217], [-2.1440, -3.6557, -0.0390], [5.7309, 2.5955, 4.2304], [-3.8033, 1.9313, 0.5453], [-1.1882, 2.9114, -0.4146], [-0.6943, -4.8968, 1.4680], [-2.4261, 1.6609, 2.5361], [3.9009, 2.4090, -3.5073], [1.6581, 2.3264, -2.4039], [0.1849, 4.0365, -2.2042], [-0.4645, -0.0689, 1.8082], [0.9569, -3.7008, 2.1930], [-5.1863, 0.7301, -2.3876], [-3.4893, 1.6716, 4.3861], [-3.7270, 4.3738, -6.3198], [5.2724, 1.6292, 4.1059], [1.8182, 1.6074, -5.0114], [-2.4711, -5.6836, 0.5463], [-4.0135, -4.4358, -0.7303], [-5.8950, 2.2092, 0.9166], [4.7136, 1.7892, -3.8941], [-1.6113, -7.6300, 1.2690], [2.6024, -0.0167, -1.4856], [-4.6588, -0.1820, -0.9525], [-5.6979, 2.0839, 3.3642], [-4.4003, -0.9929, -3.7285], [-6.0040, 0.9580, -0.8449], [2.8518, 0.1848, -4.7892], [-0.9675, 1.6145, -3.1953], [4.2879, 3.0013, -2.6748], [-1.3670, 1.3631, 4.3278], [-0.3515, 4.9687, -2.3234], [5.7298, 5.7072, 2.8894], [-5.5609, 3.4686, -1.0642], [1.8138, 4.1279, -3.6850], [6.8817, 1.9954, 5.9232], [-1.8813, 3.7431, -0.3156], [1.4057, -8.3517, 4.2907], [-3.1056, 1.7005, -1.4640], [0.7843, 2.2954, 3.7357], [4.1191, 0.8449, -1.4879], [3.8036, -0.3699, -2.7331], [-5.6022, 2.5588, -6.6812], [7.9467, 4.2144, 6.2187], [-5.0987, 0.3888, -5.3399], [-0.4826, 3.4694, 3.3484], [-0.4721, -9.4183, 2.7963], [1.2439, 0.2577, -4.0304], [2.3302, -3.1837, -0.4982], [0.2858, 2.5412, 2.0676], [-4.5857, -2.9379, -2.4057], [-1.3712, -0.7580, 3.1350], [1.2337, -1.4979, -1.6987], [0.3167, -0.2416, 3.3765], [7.3382, 6.0593, 4.6852], [1.1240, -1.6038, -3.4515], [-4.6818, 3.2060, -2.5760], [-3.9122, 4.0764, -1.2427], [2.8622, -5.5685, -4.5960], [3.5922, 3.0858, -4.3054]]
}



{
  "formula": "C4H11NO3",
  "method": "ωB97M-V with the def2-TZVPD basis set",
  "e_homo_ev": -9.18,
  "de_lowest_kj_mol": 405.27,
  "charge": 0,
  "smiles": "CN(O)C(O)O.C=C",
  "species": ["O", "O", "O", "N", "C", "C", "C", "C", "H", "H", "H", "H", "H", "H", "H", "H", "H", "H", "H"],
  "coordinates": [[-0.8117, -1.7580, -0.8413], [-1.2134, -2.0338, 1.6176], [-0.6082, 0.0546, 2.2518], [-0.4505, -0.5663, -0.0663], [-0.3363, -0.9638, 1.3286], [2.0398, 1.8633, -1.8630], [-1.4811, 0.4085, -0.3832], [2.3368, 0.9943, -0.8950], [-1.5195, 0.3160, 2.0563], [-0.8457, -2.4087, 2.4368], [2.0278, 1.1722, 0.1308], [2.8563, 0.0662, -1.1118], [-1.2690, 1.3708, 0.0955], [-1.2536, -2.3272, -0.1726], [2.3233, 1.6700, -2.8925], [1.4911, 2.7740, -1.6455], [0.6893, -1.3089, 1.4979], [-2.4795, 0.0744, -0.0821], [-1.4959, 0.6022, -1.4619]]
}



{
  "formula": "C22H49N2OP3PbS",
  "method": "ωB97M-V with the def2-TZVPD basis set",
  "e_homo_ev": [-18.94, -19.09],
  "de_lowest_kj_mol": 0.00,
  "charge": 4,
  "species": ["Pb", "S", "P", "P", "P", "O", "N", "N", "C", "C", "C", "C", "C", "C", "C", "C", "C", "C", "C", "C", "C", "C", "C", "C", "C", "C", "C", "C", "C", "C", "H", "H", "H", "H", "H", "H", "H", "H", "H", "H", "H", "H", "H", "H", "H", "H", "H", "H", "H", "H", "H", "H", "H", "H", "H", "H", "H", "H", "H", "H", "H", "H", "H", "H", "H", "H", "H", "H", "H", "H", "H", "H", "H", "H", "H", "H", "H", "H", "H"],
  "coordinates": [[-2.3997, 1.9948, -1.3913], [-0.4942, 1.8350, 3.2307], [1.2994, 2.4981, -0.7186], [1.8511, -0.8349, 0.8784], [-1.2663, -2.1030, -0.6873], [-0.7833, 1.6822, -3.1156], [-1.9196, -0.0613, 4.4826], [-0.1762, 0.7787, 5.7158], [2.9460, 1.9627, -1.3291], [-1.1326, -1.4235, -5.8098], [3.0444, -1.9759, 0.1438], [-2.5133, 2.6945, -5.8646], [0.1369, -0.9341, -5.4277], [-2.1101, -3.2842, 0.4723], [-2.2931, -0.8428, -5.3016], [0.8666, -1.8466, 2.0024], [-2.5387, -2.1915, -1.9777], [0.1652, -0.4847, 6.4014], [-0.0717, -3.3048, -1.4116], [-1.5644, 2.1907, -6.6551], [-0.9588, 0.6989, -4.0010], [1.8590, 3.6483, 0.5954], [-0.8662, 0.8005, 4.5154], [-2.2230, 0.1686, -4.3512], [-2.6111, -0.2823, 3.2353], [2.7584, 0.3086, 1.9195], [0.9431, 3.7549, -2.0126], [0.8575, 1.7816, 5.8696], [-2.6727, -0.2250, 5.7246], [0.2266, 0.1672, -4.5666], [-3.6872, 0.1840, 5.6002], [3.3703, 1.0405, 1.3848], [0.5872, -2.7778, -2.1136], [-0.6079, 2.6575, -6.8155], [1.6037, 4.6124, -1.8724], [-3.1346, 0.5900, 2.8227], [-3.3334, -1.0850, 3.3975], [-2.7519, -3.9555, -0.1179], [1.1140, 3.3106, -2.9938], [-2.6712, -1.2976, 5.9760], [-3.0903, 0.6848, -3.9451], [3.4567, -0.2958, 2.5220], [-3.3144, -1.4392, -1.7922], [-1.7422, 1.2622, -7.1740], [3.7212, 2.7503, -1.2786], [-2.1084, -2.0258, -2.9677], [-0.6080, -4.0919, -1.9590], [0.5457, -3.7790, -0.6371], [1.0634, -1.3575, -5.8254], [-0.6271, -1.2281, 6.3278], [0.8191, -1.4236, 3.0064], [-2.9750, -3.1967, -1.9172], [2.8451, 1.6661, -2.3867], [-2.1265, 0.3515, 6.4842], [2.5065, -2.6229, -0.5653], [2.1335, 0.8597, 2.6449], [-2.4173, 3.6537, -5.3412], [2.7777, 4.1582, 0.2867], [1.0401, 2.0094, 6.9309], [-1.9413, -0.6500, 2.4371], [1.1837, 0.6057, -4.2166], [3.7975, -1.3809, -0.3882], [2.0507, 3.1009, 1.5237], [3.5283, -2.5858, 0.9140], [0.5192, 2.6819, 5.3402], [0.2830, -0.2743, 7.4746], [1.0833, 4.3950, 0.7977], [1.3263, -2.8316, 2.1133], [-1.3872, -3.8909, 1.0371], [1.1792, -0.6295, -0.4004], [-3.2763, -1.1364, -5.6747], [-2.7467, -2.7165, 1.1688], [-0.0988, 4.0892, -1.9619], [1.7923, 1.4554, 5.3844], [-3.4882, 2.1767, -5.8003], [-0.1575, -1.9538, 1.6322], [3.3367, 1.0813, -0.7899], [-1.1888, -2.2440, -6.5431], [1.1177, -0.8945, 6.0306]]
}